Computed, not measured: an isolated ion of composition C24H51BrN2O3PS and charge +1, with wB97M-V/def2-TZVPD.

Gap between HOMO and LUMO, eV: 9.95
DFT total energy, eV: -124999.019
Max |F|, eV/A: 0.89
HOMO energy, eV: -12.30
LUMO energy, eV: -2.4
SMILES: CCCCCCCCCCCCCN1[C@H](P(O)Br)[C@H](S)[N@@H+](CC)C[C@@]1(CC)OC[C@@H](C)O
Charge: +1

Each line ends with the Löwdin charge.
Positions of all 83 atoms, in Å:
C1 -2.2941 -3.3331 3.9905  -0.1132
C2 -2.2732 -4.1904 2.7261  -0.2662
C3 -3.0359 -3.5518 1.5639  -0.2303
C4 -4.5637 -3.5402 1.7600  -0.2021
C5 -5.2942 -2.5163 0.8716  -0.2109
C6 -5.6405 -1.2115 1.5925  -0.2026
C7 -4.4199 -0.3118 1.8707  -0.1943
C8 -4.6908 1.2099 1.7389  -0.1800
C9 -3.6676 1.9136 0.8171  -0.2112
C10 -2.6011 2.6646 1.6073  -0.2179
C11 -1.3919 3.0923 0.7753  -0.2079
C12 -0.7120 1.8848 0.1153  -0.1922
C13 0.8309 1.9138 0.1469  -0.1597
N1 1.4191 1.4160 -1.1177  -0.0875
C14 1.8333 2.4319 -2.0805  -0.5027
P1 0.7663 3.9898 -2.0358  0.6325
O1 1.5660 4.8423 -0.9130  -0.3538
Br1 1.6608 4.9160 -3.9033  0.3683
C15 1.7038 1.7750 -3.4642  -0.6020
S1 -0.0438 1.6778 -4.0132  0.8199
N2 2.1366 0.3307 -3.3439  -0.1226
C16 2.5267 -0.2661 -4.6658  -0.1553
C17 3.9208 0.1448 -5.1463  -0.0408
C18 3.1416 0.1508 -2.2723  -0.0200
C19 2.5118 0.4764 -0.8871  -0.4711
C20 2.0051 -0.8242 -0.2384  -0.1368
C21 0.6863 -1.3718 -0.7986  -0.0528
O2 3.4642 1.1437 -0.0955  -0.0636
C22 4.5998 0.3907 0.3348  -0.1229
C23 4.5624 0.0874 1.8365  -0.3806
C24 4.7536 -1.3966 2.1820  -0.0255
O3 5.5717 0.9076 2.4213  -0.0274
H1 -3.3061 -3.1997 4.3695  0.0633
H2 -1.7073 -3.7889 4.7873  0.0684
H3 -1.8686 -2.3473 3.7926  0.0677
H4 -2.6710 -5.1825 2.9457  0.1087
H5 -1.2294 -4.3083 2.4227  0.0964
H6 -2.8304 -4.1263 0.6591  0.1081
H7 -2.6889 -2.5238 1.4453  0.0836
H8 -4.9187 -4.5492 1.5417  0.1104
H9 -4.8078 -3.3526 2.8068  0.0977
H10 -6.2183 -2.9726 0.5116  0.1050
H11 -4.6805 -2.3212 -0.0131  0.1080
H12 -6.0766 -1.4990 2.5534  0.1098
H13 -6.4259 -0.6811 1.0533  0.1027
H14 -3.6150 -0.6045 1.1965  0.0809
H15 -4.0942 -0.5108 2.8935  0.1073
H16 -5.6741 1.3264 1.2830  0.0990
H17 -4.6860 1.6651 2.7266  0.1070
H18 -3.2263 1.1420 0.1858  0.0889
H19 -4.1728 2.6062 0.1393  0.1142
H20 -2.2401 2.0245 2.4206  0.1183
H21 -3.0755 3.5264 2.0803  0.1171
H22 -1.7311 3.7931 0.0068  0.1039
H23 -0.6862 3.6447 1.3980  0.1116
H24 -1.0377 0.9847 0.6426  0.1047
H25 -1.0332 1.7569 -0.9201  0.0912
H26 1.2061 2.8974 0.4177  0.1016
H27 1.1603 1.2482 0.9402  0.1172
H28 2.8794 2.7353 -1.9216  0.1247
H29 2.5124 4.6653 -0.8582  0.0669
H30 2.3143 2.2763 -4.2065  0.0708
H31 0.0585 2.4741 -5.0832  -0.1105
H32 1.3037 -0.1715 -3.0275  0.1251
H33 2.4451 -1.3457 -4.5435  0.1360
H34 1.7460 0.0152 -5.3688  0.1076
H35 3.8591 0.4116 -6.1985  0.0904
H36 4.6181 -0.6779 -5.0314  0.0878
H37 4.2802 1.0279 -4.6229  0.0778
H38 3.4582 -0.8907 -2.2975  0.1475
H39 4.0207 0.7592 -2.4673  0.1449
H40 1.8886 -0.6348 0.8304  0.1147
H41 2.7695 -1.5987 -0.3064  0.1149
H42 0.8707 -2.0826 -1.6094  0.0795
H43 0.0185 -0.5891 -1.1499  0.0639
H44 0.1498 -1.9308 -0.0337  0.0829
H45 5.4795 1.0113 0.1633  0.1394
H46 4.7369 -0.5243 -0.2430  0.1167
H47 3.5964 0.4240 2.2232  0.1363
H48 4.9265 -2.0177 1.3031  0.0734
H49 5.6163 -1.5454 2.8319  0.0828
H50 3.8923 -1.8004 2.7126  0.0821
H51 5.8624 0.5154 3.2429  0.0847

Computed, not measured: C18H45N3O6V as an isolated structure in a non-equilibrium geometry, with wB97M-V/def2-TZVPD.

Gap between HOMO and LUMO, eV: 6.91
DFT total energy, eV: -61832.716
Max |F|, eV/A: 1.88
HOMO energy, eV: -9.96
LUMO energy, eV: -3.1
Relative energy (zero: lowest compared OMol25 entry of this formula, charge and spin), eV: 0.1817
Charge: +1

Each line ends with the Löwdin charge.
Positions of all 73 atoms, in Å:
O1 15.9572 -3.5195 -33.2212  -0.3030
V1 14.9110 -3.4480 -32.0161  0.8540
O2 14.9199 -1.9380 -31.4822  -0.2904
C1 17.4748 -0.3282 -34.7044  -0.0335
C2 18.0472 1.0932 -34.5821  -0.5251
C3 16.9518 2.0930 -34.9012  -0.1354
C4 16.0617 2.3375 -33.6927  -0.1823
C5 16.8645 2.7169 -32.4588  -0.1317
C6 17.9308 1.6853 -32.0734  -0.5201
N1 18.6810 1.3510 -33.3000  -0.0898
O3 19.6428 0.3389 -33.0425  -0.0331
C7 18.9101 2.3247 -31.0877  -0.0307
C8 17.2764 0.4470 -31.4567  -0.0352
C9 19.1305 1.2308 -35.6732  -0.0332
H1 17.3302 -0.5935 -35.7551  0.0880
H2 16.5160 -0.4638 -34.1979  0.0494
H3 18.1700 -1.0660 -34.3009  0.0843
H4 17.3615 3.0492 -35.2350  0.1243
H5 16.3399 1.6714 -35.6986  0.1214
H6 15.4535 1.4425 -33.5027  0.0969
H7 15.3241 3.1324 -33.8461  0.1141
H8 16.1959 2.8454 -31.6071  0.1261
H9 17.4279 3.6346 -32.6597  0.1237
H10 18.3645 2.5635 -30.1750  0.0868
H11 19.7213 1.6268 -30.8702  0.0795
H12 19.3812 3.2136 -31.5066  0.0868
H13 16.4466 0.0608 -32.0462  0.0468
H14 17.9897 -0.3866 -31.5647  0.0791
H15 17.0983 0.5043 -30.3833  0.0849
H16 19.5431 2.2420 -35.6943  0.0867
H17 18.6982 1.0922 -36.6671  0.0856
H18 19.9142 0.4935 -35.5111  0.0795
H19 20.4786 0.8164 -33.0463  0.1100
C10 16.1648 -6.4280 -32.2984  -0.0753
O4 14.8998 -5.8245 -31.9414  -0.1855
H20 16.9461 -5.9226 -31.7423  0.0798
H21 16.1484 -7.4969 -32.1001  0.0978
H22 16.3715 -6.2663 -33.3581  0.0932
H23 14.2382 -6.4140 -32.3177  0.1089
C11 13.0534 -3.8149 -27.9396  -0.0260
C12 13.8880 -3.5670 -29.2138  -0.3913
C13 15.1980 -4.2899 -29.1169  -0.1476
O5 16.0016 -4.0139 -30.2808  -0.3121
C14 17.3383 -3.6251 -29.9653  -0.0327
N2 13.1804 -3.9764 -30.4550  0.0298
H24 13.0951 -2.9391 -27.2873  0.0890
H25 13.4579 -4.6416 -27.3506  0.0841
H26 11.9901 -3.9700 -28.1145  0.0822
H27 14.0523 -2.4939 -29.2513  0.1370
H28 14.9950 -5.3692 -29.0877  0.1453
H29 15.7229 -4.0535 -28.1947  0.1461
H30 17.8459 -4.3552 -29.3419  0.1091
H31 17.3697 -2.5929 -29.6110  0.1103
H32 17.8949 -3.5743 -30.9093  0.1069
H33 12.2519 -3.5659 -30.3919  0.1078
H34 13.0149 -4.9772 -30.5355  0.1015
C15 13.5848 -1.4736 -35.0405  -0.0302
C16 12.8598 -1.8100 -33.7567  -0.3809
C17 11.3731 -1.6094 -33.8772  -0.2221
O6 10.8207 -1.6065 -32.5897  -0.1798
C18 9.4388 -1.8771 -32.5575  -0.0956
N3 13.1499 -3.2194 -33.3179  0.0303
H35 13.3056 -0.4640 -35.3511  0.0947
H36 13.3872 -2.1737 -35.8557  0.0945
H37 14.6705 -1.4159 -34.9346  0.0641
H38 13.2043 -1.1451 -32.9637  0.1326
H39 10.9515 -2.4091 -34.5159  0.1429
H40 11.1798 -0.6846 -34.4344  0.1407
H41 9.0293 -1.4293 -31.6536  0.0932
H42 9.2351 -2.9538 -32.5646  0.0900
H43 8.9141 -1.4233 -33.4049  0.0957
H44 12.2976 -3.4922 -32.8244  0.0879
H45 13.1211 -3.8295 -34.1360  0.1193

Computed, not measured: C17H27NO2 in the gas phase, with wB97M-V/def2-TZVPD.

Gap between HOMO and LUMO, eV: 9.50
DFT total energy, eV: -23652.974
Max |F|, eV/A: 0.59
HOMO energy, eV: -8.71
LUMO energy, eV: 0.8
SMILES: CCCCCCCCC(=O)NCCOc1ccccc1
Relative energy (zero: lowest compared OMol25 entry of this formula, charge and spin), eV: 0.2367

Each line ends with the Löwdin charge.
Positions of all 47 atoms, in Å:
C1 6.8740 1.3984 -1.6551  -0.1125
C2 6.9692 0.2255 -0.6865  -0.2723
C3 6.4919 0.5680 0.7258  -0.2291
C4 5.0211 0.9747 0.8299  -0.2257
C5 4.0539 -0.1302 0.4106  -0.2225
C6 2.6017 0.2504 0.6890  -0.2246
C7 1.6354 -0.8468 0.2534  -0.2126
C8 0.1833 -0.4905 0.5610  -0.1181
C9 -0.7718 -1.5418 0.0196  -0.4972
O1 -0.4904 -2.3180 -0.8675  0.0640
N1 -1.9812 -1.5469 0.6340  0.0581
H1 -2.2198 -0.8205 1.2902  0.1389
C10 -3.0662 -2.3880 0.1935  -0.1448
C11 -4.1628 -1.5741 -0.4947  -0.1844
O2 -4.7135 -0.7074 0.4768  -0.0519
C12 -5.7548 0.1016 0.1262  -0.2685
C13 -6.3168 0.1713 -1.1427  -0.0274
C14 -7.3763 1.0331 -1.3780  -0.0878
C15 -7.8822 1.8270 -0.3664  -0.1046
C16 -7.3198 1.7589 0.8990  -0.0883
C17 -6.2655 0.9051 1.1463  -0.0142
H2 -5.8178 0.8381 2.1257  0.1145
H3 -7.7065 2.3743 1.6976  0.1030
H4 -8.7081 2.4943 -0.5598  0.0981
H5 -7.8061 1.0786 -2.3678  0.1036
H6 -5.9414 -0.4355 -1.9516  0.1020
H7 -4.9317 -2.2514 -0.8882  0.1314
H8 -3.7316 -0.9975 -1.3239  0.1370
H9 -2.6454 -3.1100 -0.5095  0.1242
H10 -3.4949 -2.9109 1.0534  0.1274
H11 0.0363 -0.3790 1.6372  0.1187
H12 -0.0695 0.4624 0.0862  0.1280
H13 1.7308 -1.0253 -0.8186  0.1178
H14 1.8861 -1.7801 0.7616  0.1230
H15 2.3635 1.1765 0.1596  0.1176
H16 2.4769 0.4409 1.7584  0.1150
H17 4.1648 -0.3366 -0.6548  0.1106
H18 4.2957 -1.0467 0.9540  0.1203
H19 4.8169 1.2428 1.8701  0.1108
H20 4.8400 1.8652 0.2257  0.1048
H21 6.6603 -0.3001 1.3682  0.1069
H22 7.1052 1.3865 1.1120  0.1069
H23 8.0123 -0.0948 -0.6224  0.1028
H24 6.3950 -0.6164 -1.0759  0.0969
H25 7.3991 2.2644 -1.2571  0.0735
H26 7.3222 1.1353 -2.6107  0.0678
H27 5.8384 1.6751 -1.8337  0.0630

Computed, not measured: C11H21N5O2P2Tc as an isolated structure in a non-equilibrium geometry, with wB97M-V/def2-TZVPD.

Gap between HOMO and LUMO (alpha / beta), eV: 3.85 / 4.56
DFT total energy, eV: -44015.172
Max |F|, eV/A: 3.43
HOMO energy (alpha / beta), eV: -21.81 / -21.71
LUMO energy (alpha / beta), eV: -18.0 / -17.2
Charge: +4
Multiplicity: 2

Each line ends with the Löwdin spin population.
Positions of all 42 atoms, in Å:
Tc1 -1.3685 -2.2555 0.7053  0.8976
C1 3.7078 1.0470 0.2271  0.0232
P1 2.7613 -0.3692 -0.2742  0.1795
C2 3.6437 -1.4889 -1.3332  0.0329
C3 1.1393 0.0521 -1.0619  -0.0117
C4 1.2518 0.7028 -2.4115  -0.0062
C5 0.4123 1.8064 -2.8993  -0.0389
C6 -0.8816 2.0157 -2.6468  -0.0800
C7 -1.7163 1.1864 -1.7937  -0.0015
C8 -1.4212 0.4256 -0.7303  -0.0451
P2 -2.7082 -0.3539 0.2456  -0.0127
C9 -4.0902 -0.7691 -0.8161  -0.0011
C10 -3.2517 0.6714 1.6030  -0.0049
H1 4.1130 1.4950 -0.6916  0.0078
H2 4.5476 0.6972 0.8395  0.0007
H3 3.1128 1.7639 0.7875  -0.0001
H4 4.2755 -0.8908 -2.0038  0.0095
H5 2.9667 -2.1365 -1.8885  -0.0003
H6 4.3098 -2.0997 -0.7102  0.0011
H7 2.2481 0.6916 -2.8404  0.0014
H8 0.9372 2.4979 -3.5507  -0.0010
H9 -1.3817 2.8427 -3.1409  -0.0025
H10 -2.7775 1.2348 -2.0286  0.0005
H11 -4.6677 0.1383 -1.0263  -0.0007
H12 -4.7543 -1.4544 -0.2799  0.0004
H13 -3.7606 -1.2268 -1.7504  0.0000
H14 -3.6374 1.5937 1.1537  -0.0008
H15 -2.4359 0.9156 2.2840  -0.0001
H16 -4.0628 0.1763 2.1439  -0.0001
N1 -0.8164 -2.4197 2.7905  -0.0034
N2 0.1201 -1.4014 3.0796  0.0127
C11 0.5873 -0.5972 2.0925  0.0207
N3 1.5051 0.2783 2.1398  0.0104
N4 -0.1112 -0.7990 0.8599  0.0428
N5 -0.0472 0.3550 -0.1078  -0.0030
O1 0.1752 1.6100 0.4844  -0.0016
O2 0.7588 -0.6556 -2.1655  -0.0274
H17 -1.5952 -2.3541 3.4468  0.0016
H18 -0.3776 -3.3277 2.9637  -0.0001
H19 0.5288 -1.3808 4.0065  0.0000
H20 1.9767 0.4179 3.0321  0.0000
H21 0.7843 1.3647 1.2664  -0.0001